# C45H54BN9PbSe2Te2

C45H54BN9PbSe2Te2 as an isolated structure at a distorted geometry (the ωB97M-V functional and the def2-TZVPD basis, the OMol25 dataset).

## Properties
gap between HOMO and LUMO (spin up / spin down)	4.49 / 4.28	eV
F_max	1.08	eV/Å

Last column: Mulliken charge in e.
Element x y z (Å)
1 Pb 0.08 0.72 1.39  1.892
2 C 3.90 2.92 -0.66  -1.468
3 C 3.32 1.95 0.16  -0.736
4 N 2.02 2.22 0.36  1.268
5 N 1.76 3.39 -0.28  -0.298
6 C 2.88 3.81 -0.91  -0.506
7 B 0.46 4.16 -0.07  -0.985
8 N -0.73 3.38 -0.63  1.000
9 C -1.85 3.96 -1.09  -0.817
10 C -2.81 2.97 -1.28  -1.971
11 C -2.16 1.80 -0.88  -0.148
12 N -0.92 2.07 -0.46  0.624
13 N 0.18 4.42 1.42  0.018
14 C 0.03 5.64 1.97  -0.480
15 C -0.52 5.48 3.23  -1.245
16 C -0.68 4.07 3.35  -0.706
17 N -0.30 3.44 2.24  1.038
18 H 4.90 2.95 -1.05  0.531
19 H 3.76 1.06 0.53  0.493
20 H 2.87 4.72 -1.45  0.543
21 H 0.51 5.23 -0.60  -0.175
22 H -1.89 5.02 -1.28  0.490
23 H -3.82 3.01 -1.65  0.595
24 H -2.54 0.80 -0.87  0.610
25 H 0.31 6.51 1.41  0.495
26 H -0.87 6.21 3.93  0.451
27 H -1.06 3.51 4.20  0.409
28 Se -0.25 0.86 5.56  -0.106
29 Te 0.85 2.37 7.08  0.075
30 Te 2.46 4.17 5.61  0.010
31 Se 3.08 2.97 3.61  -0.050
32 C -0.95 2.39 -4.16  -1.492
33 C -1.21 1.01 -4.78  0.444
34 C -2.34 0.26 -4.09  -1.287
35 C 0.09 0.27 -4.96  0.180
36 C 0.57 0.16 -6.25  -0.753
37 C 1.78 -0.45 -6.50  -1.313
38 C 2.57 -0.86 -5.47  -0.855
39 C 2.15 -0.78 -4.15  0.026
40 C 3.25 -1.18 -3.17  1.229
41 C 2.80 -1.63 -1.79  -1.715
42 C 4.25 -0.04 -3.01  -1.774
43 C 0.84 -0.28 -3.89  0.504
44 N 0.19 -0.45 -2.61  1.083
45 C -0.20 -1.66 -2.48  -0.988
46 C -1.12 -2.38 -1.60  1.574
47 C -1.53 -3.55 -2.28  -1.537
48 C -2.50 -4.45 -1.89  -1.412
49 C -3.21 -4.08 -0.76  -0.623
50 C -2.88 -2.97 -0.02  -0.785
51 C -1.73 -2.14 -0.31  0.066
52 N -1.26 -1.33 0.67  1.072
53 C -1.87 -1.56 1.94  -0.679
54 C -2.86 -0.72 2.49  0.964
55 C -3.52 -1.06 3.67  -0.105
56 C -3.28 -2.26 4.31  -1.677
57 C -2.26 -3.06 3.80  -0.519
58 C -1.53 -2.75 2.66  0.389
59 C -0.40 -3.76 2.33  1.000
60 C 0.27 -3.86 0.97  -1.459
61 C 0.67 -3.58 3.41  -1.875
62 C -3.24 0.59 1.83  2.921
63 C -4.52 0.47 1.01  -1.851
64 C -3.37 1.73 2.86  -1.938
65 H -1.84 3.00 -4.13  0.473
66 H -0.21 2.91 -4.73  0.503
67 H -0.55 2.29 -3.15  -0.025
68 H -1.58 1.19 -5.80  0.656
69 H -2.14 0.09 -3.04  -0.202
70 H -2.47 -0.73 -4.60  0.323
71 H -3.24 0.83 -4.24  0.615
72 H -0.06 0.52 -7.04  0.404
73 H 2.08 -0.55 -7.54  0.363
74 H 3.55 -1.28 -5.67  0.465
75 H 3.76 -2.02 -3.66  0.593
76 H 2.37 -0.79 -1.24  -0.101
77 H 3.71 -1.92 -1.27  0.826
78 H 2.14 -2.50 -1.78  0.166
79 H 3.79 0.82 -2.55  0.225
80 H 4.70 0.27 -3.94  0.527
81 H 5.04 -0.38 -2.32  0.461
82 H 0.15 -2.35 -3.25  0.099
83 H -1.05 -3.80 -3.22  0.408
84 H -2.76 -5.27 -2.54  0.419
85 H -4.06 -4.68 -0.45  0.434
86 H -3.46 -2.76 0.86  0.417
87 H -4.23 -0.34 4.05  0.379
88 H -3.82 -2.54 5.21  0.353
89 H -1.97 -4.00 4.32  0.461
90 H -0.87 -4.75 2.51  0.497
91 H 0.72 -2.93 0.62  -0.064
92 H -0.42 -4.20 0.20  0.165
93 H 1.05 -4.62 1.06  0.679
94 H 1.40 -4.40 3.33  0.468
95 H 0.24 -3.56 4.40  0.534
96 H 1.21 -2.65 3.29  0.436
97 H -2.45 0.82 1.15  -1.986
98 H -5.33 0.13 1.65  0.395
99 H -4.36 -0.26 0.23  0.450
100 H -4.83 1.40 0.56  0.456
101 H -4.31 1.63 3.40  0.524
102 H -3.41 2.68 2.34  0.528
103 H -2.55 1.77 3.59  -0.023
104 C 4.39 -2.51 3.37  -0.694
105 C 3.97 -2.54 2.05  -0.591
106 C 3.05 -1.60 1.63  0.044
107 N 2.57 -0.62 2.41  0.666
108 C 2.95 -0.61 3.69  -0.393
109 C 3.86 -1.53 4.20  -0.627
110 H 5.09 -3.25 3.79  0.370
111 H 4.27 -3.33 1.36  0.498
112 H 2.69 -1.64 0.62  0.092
113 H 2.52 0.19 4.32  0.223
114 H 4.12 -1.48 5.25  0.443

# C16H45BF4NO7

A 9-piece molecular cluster, C16H45BF4NO7 overall at a distorted geometry (the ωB97M-V functional and the def2-TZVPD basis, the OMol25 dataset).

## Properties
gap between HOMO and LUMO	9.72	eV
charge	-1
energy relative to the best compared isomer or geometry (same formula, charge and spin)	233.97	kJ/mol
F_max	14.41	eV/Å

Last column: Mulliken charge in e.
Element x y z (Å)
1 B 55.59 33.63 70.96  0.280
2 F 54.72 34.42 71.78  -0.077
3 F 56.73 33.23 71.70  -0.249
4 F 54.91 32.60 70.56  -0.339
5 F 55.94 34.39 69.92  -0.382
6 C 53.48 29.72 70.25  -0.350
7 C 52.44 28.68 70.44  0.153
8 N 51.75 27.83 70.68  -0.400
9 H 54.29 29.38 69.75  0.302
10 H 53.20 30.51 69.47  0.296
11 H 53.74 30.20 71.26  0.037
12 C 53.45 37.65 74.23  -0.884
13 C 52.66 37.03 73.01  0.337
14 O 52.44 38.05 71.93  -0.555
15 H 52.69 38.44 74.78  0.264
16 H 54.44 37.84 74.06  0.235
17 H 53.55 36.92 75.03  0.297
18 H 51.77 36.49 73.34  0.371
19 H 53.25 36.23 72.66  -0.333
20 H 51.76 38.64 72.09  0.278
21 C 57.10 38.79 72.08  -1.911
22 C 56.70 37.46 71.44  1.134
23 O 56.15 37.45 70.17  -0.617
24 H 56.43 39.36 71.99  0.693
25 H 58.08 39.11 71.48  0.279
26 H 57.23 38.70 73.07  0.459
27 H 55.82 37.12 72.16  -0.261
28 H 57.59 36.67 71.37  -0.219
29 H 56.00 36.63 69.85  0.360
30 C 61.01 34.88 69.54  -1.563
31 C 59.80 34.72 70.37  0.044
32 O 59.00 33.62 69.95  -0.649
33 H 60.65 34.64 68.55  0.292
34 H 61.65 34.10 69.75  0.397
35 H 61.44 35.86 69.66  0.379
36 H 59.27 35.52 70.14  0.256
37 H 59.95 34.57 71.38  0.439
38 H 58.07 33.76 70.01  0.264
39 C 57.40 30.14 70.89  -0.495
40 C 57.80 28.67 70.87  -0.584
41 O 56.60 27.85 70.94  -0.563
42 H 56.80 30.28 71.74  0.319
43 H 56.78 30.36 70.14  0.455
44 H 58.38 30.78 71.07  -0.120
45 H 58.42 28.57 71.64  0.347
46 H 58.16 28.34 69.84  0.252
47 H 56.35 27.42 70.09  0.314
48 C 50.41 34.37 71.12  -1.411
49 C 51.63 33.40 71.13  0.522
50 O 52.36 33.44 69.86  -0.548
51 H 50.82 35.43 70.85  0.274
52 H 49.83 34.69 72.02  0.324
53 H 49.70 33.86 70.61  0.440
54 H 51.07 32.55 71.52  0.246
55 H 52.24 33.72 71.99  -0.186
56 H 53.18 33.20 70.25  0.286
57 C 60.32 32.14 74.45  -1.449
58 C 59.59 31.90 73.16  0.460
59 O 58.20 32.15 73.56  -0.493
60 H 60.37 31.36 75.08  0.440
61 H 60.11 33.13 74.92  0.269
62 H 61.37 32.10 74.04  0.367
63 H 59.79 30.94 72.71  0.216
64 H 59.92 32.59 72.26  -0.112
65 H 57.74 32.49 72.73  0.487
66 C 54.28 32.60 75.86  -1.684
67 C 54.68 33.02 74.50  0.393
68 O 54.79 34.43 74.51  -0.629
69 H 54.48 31.56 76.09  0.407
70 H 53.31 32.65 76.12  0.486
71 H 54.84 33.13 76.71  0.268
72 H 54.12 32.42 73.92  0.356
73 H 55.64 32.61 74.26  0.003
74 H 54.61 34.78 73.51  0.288

Which of these has the highest F_max? C16H45BF4NO7

Number 1 is which compound? C45H54BN9PbSe2Te2